Version w
Computed, not measured: 2 unconnected molecules or ions with the total composition C16H17NO, with ωB97M-V with the def2-TZVPD basis set.

HOMO   -7.8145 eV
Kohn-Sham gap   8.588 eV
SMILES   Cc1c[nH]c2ccccc12.Cc1ccc(O)cc1

Each line ends with the Löwdin charge.
CARTESIAN COORDINATES (ANGSTROEM)
1 C 1.010 -1.763 0.670  -0.03
2 C 0.067 -1.469 1.801  -0.23
3 C -0.774 -2.382 2.370  -0.06
4 N -1.447 -1.816 3.423  0.07
5 C -1.046 -0.511 3.572  -0.22
6 C -1.377 0.444 4.532  -0.03
7 C -0.780 1.685 4.447  -0.10
8 C 0.099 1.967 3.375  -0.10
9 C 0.572 0.967 2.555  -0.03
10 C -0.079 -0.274 2.573  -0.14
11 H 0.594 -1.386 -0.260  0.05
12 H 1.175 -2.830 0.553  0.07
13 H 1.979 -1.345 0.945  0.08
14 H -0.892 -3.432 2.147  0.12
15 H -2.031 -2.248 4.117  0.15
16 H -2.041 0.178 5.345  0.10
17 H -0.614 2.252 5.354  0.10
18 H 0.488 2.967 3.254  0.09
19 H 1.361 1.210 1.855  0.11
20 C 0.973 2.667 -2.489  -0.06
21 C 0.755 1.212 -2.874  -0.28
22 C 1.165 0.797 -4.144  -0.04
23 C 0.599 -0.337 -4.704  -0.02
24 C -0.390 -1.025 -4.035  -0.33
25 O -0.876 -2.165 -4.622  0.04
26 C -0.776 -0.667 -2.747  -0.03
27 C -0.237 0.486 -2.204  -0.06
28 H 2.010 3.001 -2.581  0.08
29 H 0.811 2.776 -1.409  0.07
30 H 0.287 3.295 -3.041  0.08
31 H 1.961 1.360 -4.617  0.11
32 H 0.899 -0.734 -5.666  0.12
33 H -1.699 -2.431 -4.189  0.11
34 H -1.425 -1.272 -2.126  0.11
35 H -0.320 0.822 -1.179  0.11


Version x
Computed, not measured: 2 unconnected molecules or ions with the total composition C16H17NO, with ωB97M-V with the def2-TZVPD basis set.

HOMO   -7.9515 eV
Kohn-Sham gap   8.704 eV
SMILES   Cc1c[nH]c2ccccc12.Cc1ccc(O)cc1

Each line ends with the Löwdin charge.
CARTESIAN COORDINATES (ANGSTROEM)
1 C -2.712 -1.962 3.734  -0.05
2 C -1.233 -1.799 3.607  -0.23
3 C -0.314 -2.730 3.955  -0.06
4 N 0.958 -2.304 3.593  0.07
5 C 0.830 -1.146 2.866  -0.22
6 C 1.796 -0.422 2.162  -0.02
7 C 1.327 0.703 1.525  -0.12
8 C -0.008 1.136 1.541  -0.09
9 C -0.917 0.432 2.295  -0.03
10 C -0.510 -0.731 2.959  -0.14
11 H -3.054 -2.997 3.664  0.07
12 H -3.200 -1.486 2.873  0.08
13 H -3.148 -1.573 4.656  0.08
14 H -0.454 -3.721 4.350  0.12
15 H 1.773 -2.887 3.516  0.15
16 H 2.832 -0.728 2.219  0.11
17 H 2.030 1.280 0.944  0.09
18 H -0.283 1.917 0.852  0.09
19 H -1.969 0.707 2.369  0.11
20 C -0.485 3.880 -3.235  -0.06
21 C -0.077 2.440 -3.427  -0.29
22 C -0.669 1.625 -4.387  -0.05
23 C -0.374 0.277 -4.490  -0.02
24 C 0.501 -0.267 -3.566  -0.32
25 O 0.692 -1.635 -3.627  0.03
26 C 1.151 0.513 -2.623  -0.02
27 C 0.823 1.872 -2.536  -0.05
28 H -1.258 3.990 -2.465  0.08
29 H -0.992 4.249 -4.128  0.07
30 H 0.376 4.472 -2.966  0.07
31 H -1.354 2.078 -5.090  0.11
32 H -0.718 -0.263 -5.357  0.12
33 H 1.414 -1.860 -3.013  0.11
34 H 1.565 0.022 -1.736  0.11
35 H 1.183 2.460 -1.701  0.11


Most stable pick: version x. Distance to second place: 0.443 eV.


Version w
Computed, not measured: 4 unconnected molecules or ions with the total composition H7O4, with ωB97M-V with the def2-TZVPD basis set.

HOMO   -4.4836 eV
Net charge   -1
Kohn-Sham gap   8.786 eV

Each line ends with the Löwdin charge.
CARTESIAN COORDINATES (ANGSTROEM)
1 O -0.942 -1.014 0.839  -0.11
2 H -1.671 -1.600 0.666  0.01
3 O -1.026 2.119 0.381  -0.16
4 H -1.387 1.439 0.953  -0.02
5 H -0.798 1.514 -0.407  -0.01
6 O 2.135 -1.230 0.102  -0.11
7 H 1.532 -0.691 -0.434  -0.02
8 H 1.513 -1.770 0.605  0.01
9 O -0.084 0.214 -1.276  -0.46
10 H -0.572 -0.573 0.033  -0.05
11 H 0.548 0.813 -1.696  -0.06


Version x
Computed, not measured: 4 unconnected molecules or ions with the total composition H7O4, with ωB97M-V with the def2-TZVPD basis set.

HOMO   -4.0090 eV
Net charge   -1
Kohn-Sham gap   8.038 eV

Each line ends with the Löwdin charge.
CARTESIAN COORDINATES (ANGSTROEM)
1 O -1.869 0.408 -1.152  -0.16
2 H -2.507 -0.108 -1.666  0.00
3 O -0.853 -1.063 0.853  -0.45
4 H -0.282 -0.868 1.598  -0.10
5 H -1.577 -0.056 -0.302  -0.03
6 O 0.910 -2.131 -0.606  -0.17
7 H 0.744 -1.862 -1.493  -0.03
8 H 0.156 -1.862 0.016  -0.06
9 O 1.878 2.772 0.993  -0.08
10 H 1.888 2.941 0.028  0.05
11 H 1.245 2.079 1.192  0.03


Version y
Computed, not measured: 4 unconnected molecules or ions with the total composition H7O4, with ωB97M-V with the def2-TZVPD basis set.

HOMO   -5.1345 eV
Net charge   -1
Kohn-Sham gap   9.602 eV

Each line ends with the Löwdin charge.
CARTESIAN COORDINATES (ANGSTROEM)
1 O 0.642 -0.015 -0.180  -0.35
2 H 1.395 0.160 -0.720  -0.04
3 O -0.975 0.021 -2.213  -0.24
4 H -0.257 0.017 -1.381  -0.01
5 H -1.579 -0.619 -1.755  0.01
6 O 1.143 -1.598 2.179  -0.17
7 H 0.237 -1.971 2.190  0.02
8 H 1.068 -0.982 1.354  0.02
9 O -0.559 2.033 0.427  -0.14
10 H 0.030 1.259 0.337  -0.08
11 H -1.146 1.696 -0.239  -0.02


Version z
Computed, not measured: 4 unconnected molecules or ions with the total composition H7O4, with ωB97M-V with the def2-TZVPD basis set.

HOMO   -4.9721 eV
Net charge   -1
Kohn-Sham gap   9.550 eV

Each line ends with the Löwdin charge.
CARTESIAN COORDINATES (ANGSTROEM)
1 O -0.323 -0.719 0.199  -0.41
2 H -1.008 -1.407 0.212  -0.03
3 O 1.634 -0.929 -1.615  -0.14
4 H 1.753 0.010 -1.779  0.00
5 H 0.950 -0.933 -0.882  -0.03
6 O 0.508 0.672 2.239  -0.17
7 H 0.984 0.010 2.757  -0.01
8 H 0.184 0.094 1.462  -0.03
9 O -1.446 1.235 -1.214  -0.15
10 H -1.054 0.444 -0.709  -0.02
11 H -2.181 1.524 -0.670  -0.01


Most stable pick: version z. Distance to second place: 0.259 eV.


Version w
Computed, not measured: 2 unconnected molecules or ions with the total composition C2H2BrN3, with ωB97M-V with the def2-TZVPD basis set.

HOMO   -10.2441 eV
Kohn-Sham gap   10.485 eV
SMILES   N#CN=C=N.Br

Each line ends with the Löwdin charge.
CARTESIAN COORDINATES (ANGSTROEM)
1 N 0.320 1.425 -1.764  0.12
2 C 0.044 1.287 -0.657  -0.31
3 N -0.250 1.201 0.597  0.16
4 C -0.533 0.353 1.419  -0.22
5 N -0.827 -0.262 2.398  0.22
6 H -0.290 -0.831 3.020  0.09
7 Br 1.856 -0.742 -3.566  0.28
8 H 0.770 0.124 -3.256  -0.34


Version x
Computed, not measured: 2 unconnected molecules or ions with the total composition C2H2BrN3, with ωB97M-V with the def2-TZVPD basis set.

HOMO   -10.3816 eV
Kohn-Sham gap   10.682 eV
SMILES   N#CN=C=N.Br

Each line ends with the Löwdin charge.
CARTESIAN COORDINATES (ANGSTROEM)
1 N 0.417 2.897 -0.112  0.14
2 C -0.150 1.940 -0.357  -0.36
3 N -0.798 0.846 -0.500  0.15
4 C -0.983 -0.296 -0.139  -0.27
5 N -1.001 -1.495 -0.036  0.18
6 H -1.615 -2.175 0.091  0.03
7 Br 2.017 -1.426 0.078  0.37
8 H 2.113 -0.290 0.977  -0.23


Most stable pick: version w. Distance to second place: 0.584 eV.


Version w
Computed, not measured: 2 unconnected molecules or ions with the total composition CHIN2O2S, with ωB97M-V with the def2-TZVPD basis set.

HOMO   -8.9797 eV
Kohn-Sham gap   8.108 eV

Each line ends with the Löwdin charge.
CARTESIAN COORDINATES (ANGSTROEM)
1 C -1.490 -1.105 -0.129  -0.66
2 N -0.454 -1.611 -0.292  -0.25
3 N 1.387 0.702 0.710  -0.29
4 O -0.324 1.643 -0.747  -0.65
5 O 0.502 -2.322 -0.154  -0.01
6 S 0.974 1.898 -0.124  0.84
7 I -2.929 0.231 -0.428  0.98
8 H 2.334 0.564 1.163  0.05


Version x
Computed, not measured: 2 unconnected molecules or ions with the total composition CHIN2O2S, with ωB97M-V with the def2-TZVPD basis set.

HOMO (alpha / beta)   -9.4524 / -9.4523 eV
Kohn-Sham gap (alpha / beta)   7.277 / 7.292 eV

Each line ends with the Löwdin charge.
CARTESIAN COORDINATES (ANGSTROEM)
1 C -1.073 -0.304 0.019  -0.71
2 N 0.091 1.638 0.479  -0.19
3 N -0.173 -1.196 -0.016  -0.30
4 O 2.083 2.534 0.007  -0.47
5 O 1.079 -0.968 -0.064  -0.28
6 S 1.294 1.369 -0.377  0.84
7 I -3.013 -0.808 -0.061  0.93
8 H -0.288 -2.265 0.015  0.19


Most stable pick: version w. Distance to second place: 3.160 eV.


Version w
Computed, not measured: C2H5N3O3 in the gas phase, with ωB97M-V with the def2-TZVPD basis set.

HOMO   -8.6636 eV
Kohn-Sham gap   8.885 eV
SMILES   C=NO/C(=N\O)NO

Each line ends with the Löwdin charge.
CARTESIAN COORDINATES (ANGSTROEM)
1 C 2.278 -1.460 0.158  0.05
2 N 1.634 -0.414 -0.244  0.00
3 O 0.256 -0.721 -0.287  -0.03
4 C -0.548 0.365 -0.178  -0.43
5 N -0.343 1.614 -0.030  0.04
6 O 0.870 2.137 0.300  -0.05
7 N -1.873 -0.052 -0.359  -0.03
8 O -2.199 -1.263 0.315  -0.05
9 H 1.701 -2.320 0.531  0.10
10 H 3.365 -1.482 0.014  0.09
11 H 1.544 1.432 0.261  0.06
12 H -2.465 0.739 -0.126  0.13
13 H -1.876 -1.074 1.257  0.13


Version x
Computed, not measured: C2H5N3O3 in the gas phase, with ωB97M-V with the def2-TZVPD basis set.

HOMO   -9.8165 eV
Kohn-Sham gap   10.319 eV
SMILES   O=C(NO)N/C=N\O

Each line ends with the Löwdin charge.
CARTESIAN COORDINATES (ANGSTROEM)
1 O -1.506 1.807 -0.042  0.06
2 C -1.197 0.611 -0.097  -0.51
3 N -2.166 -0.332 -0.406  0.03
4 O -1.821 -1.590 0.107  -0.04
5 N 0.091 0.131 -0.010  0.12
6 C 1.194 0.885 0.009  -0.24
7 N 2.384 0.536 0.024  0.02
8 O 2.658 -0.855 -0.204  -0.04
9 H -3.068 -0.125 0.035  0.15
10 H -1.354 -1.339 0.917  0.10
11 H 0.267 -0.790 -0.380  0.15
12 H 0.940 1.980 0.180  0.16
13 H 3.577 -0.918 -0.132  0.05


Most stable pick: version x. Distance to second place: 2.992 eV.